Formula: C4H6ClF
Source: OMol25
Level of theory: ωB97M-V/def2-TZVPD

The energy relative to the best compared isomer or geometry (same formula, charge and spin) comes out at 8.96 kcal per mole. Its charge is 0. The frontier orbital gap comes out at 9.9694 eV. As for the SMILES: C/C(F)=C(\C)Cl. The value obtained for the total energy is -716.03678 Ha. For the highest occupied orbital energy, the calculation gives -0.334 Ha. As for the multiplicity: 1. The LUMO energy is 0.888 eV.

```
12
C4H6ClF | OMol25 | ωB97M-V/def2-TZVPD
C -1.16 0.60 1.01
C -0.32 0.92 -0.13
F -0.23 2.26 -0.46
C 0.55 0.13 -0.73
C 0.79 -1.32 -0.48
Cl 1.73 0.96 -1.76
H -0.65 0.71 1.92
H -2.12 1.17 0.93
H -1.35 -0.46 0.85
H -0.11 -1.94 -0.54
H 1.66 -1.59 -1.14
H 1.22 -1.44 0.53
```